Record 1
Entry from the Open Molecules 2025 dataset: a molecular structure, C25H40BO4Os (ωB97M-V/def2-TZVPD).

Output
⟨S²⟩	6.0221
HOMO energy (alpha / beta)	-8.61 / -11.74	eV
electronic energy	-37895.393	eV
largest force on an atom	5.76	eV Å⁻¹

ORCA input file:
```
! RIJCOSX wB97M-V def2-TZVPD def2/J DEFGRID3
* xyz 1 5
O -0.73 -1.15 -2.69
C -0.77 0.07 -3.56
C -0.63 -0.72 -4.84
H 0.09 0.70 -3.29
H -1.74 0.59 -3.45
C -0.68 -1.96 -3.93
H 0.34 -0.51 -5.32
H -1.47 -0.60 -5.52
C 0.58 -2.79 -4.03
H 1.46 -2.16 -3.88
H 0.63 -3.25 -5.02
H 0.57 -3.58 -3.28
C -1.94 -2.78 -4.10
H -2.83 -2.13 -4.13
H -2.04 -3.49 -3.27
H -1.86 -3.35 -5.03
Os -0.66 -1.58 -0.37
C -2.30 -1.55 0.98
C -2.06 -0.14 1.22
C -2.39 0.54 0.01
H -2.12 0.31 2.22
C -2.82 -0.39 -0.95
C -2.79 -1.70 -0.36
H -3.21 -2.60 -0.79
H -2.28 -2.31 1.74
H -2.39 1.62 -0.09
H -3.24 -0.17 -1.93
C 0.29 -2.59 1.19
C -0.41 -3.55 0.39
C 0.11 -3.48 -0.92
H -1.23 -4.19 0.70
C 1.17 -2.52 -0.93
C 1.28 -1.98 0.37
H 1.99 -1.21 0.68
H 0.13 -2.38 2.24
H -0.24 -4.12 -1.73
H 1.80 -2.26 -1.76
O 1.96 2.70 -2.14
C 1.19 2.00 -1.13
C -0.24 2.55 -1.10
H 1.69 2.10 -0.14
H 1.24 0.92 -1.40
C -0.23 3.77 -2.04
H -0.53 2.79 -0.07
H -0.94 1.80 -1.51
C 1.11 3.66 -2.80
H -0.26 4.70 -1.44
H -1.08 3.79 -2.73
H 1.63 4.63 -2.85
H 0.93 3.30 -3.83
C 0.72 0.29 5.72
C 0.47 0.95 4.38
C -0.31 2.24 4.60
O -0.37 0.02 3.64
B -0.06 0.19 2.31
O 1.06 0.95 2.09
C 1.69 1.16 3.42
C 2.34 2.52 3.42
C 2.78 0.11 3.60
H -0.24 0.09 6.22
H 1.30 0.95 6.37
H 1.25 -0.66 5.61
H -1.27 2.01 5.07
H 0.23 2.92 5.27
H -0.49 2.79 3.66
H 2.77 2.72 4.41
H 3.18 2.53 2.71
H 1.65 3.33 3.17
H 2.38 -0.91 3.62
H 3.51 0.20 2.79
H 3.32 0.29 4.54
*
```

***

Record 2
Entry from the Open Molecules 2025 dataset: a molecular structure, C36H34Cl3GeInN6O4 (ωB97M-V/def2-TZVPD).

Output
⟨S²⟩	0.7571
HOMO energy (alpha / beta)	-9.79 / -9.71	eV
electronic energy	-154267.358	eV
largest force on an atom	1.30	eV Å⁻¹

ORCA input file:
```
! RIJCOSX wB97M-V def2-TZVPD def2/J DEFGRID3
* xyz 1 2
In 0.22 -1.00 -0.33
O 4.11 -3.84 -2.03
C 2.96 -3.30 -1.64
O 2.89 -2.27 -1.02
C 1.78 -4.12 -2.04
C 1.92 -5.31 -2.75
C 0.77 -6.01 -3.08
C -0.46 -5.51 -2.69
C -0.50 -4.29 -2.01
N 0.60 -3.61 -1.70
C -1.77 -3.59 -1.63
O -2.82 -4.31 -1.27
O -1.86 -2.39 -1.71
H 4.87 -3.30 -1.77
H 2.90 -5.67 -3.03
H 0.83 -6.92 -3.65
H -1.37 -6.03 -2.95
H -2.65 -5.25 -1.11
N -5.05 6.60 -6.47
C -4.59 5.89 -5.70
C -3.99 4.98 -4.79
C -2.75 5.29 -4.21
C -2.14 4.37 -3.39
C -2.73 3.13 -3.15
C -3.98 2.85 -3.69
C -4.61 3.77 -4.50
C -1.95 2.12 -2.40
C -1.35 1.12 -3.11
C -1.52 0.87 -4.54
C -0.74 -0.19 -4.83
C -0.09 -0.55 -3.60
N -0.44 0.20 -2.61
C -1.76 2.34 -0.99
C -2.08 3.57 -0.28
C -1.68 3.40 0.99
C -1.16 2.01 1.11
N -1.25 1.44 -0.19
H -2.28 6.24 -4.43
H -1.17 4.60 -2.96
H -4.46 1.91 -3.46
H -5.58 3.55 -4.94
H -2.16 1.44 -5.19
H -0.60 -0.69 -5.78
H 0.66 -1.33 -3.48
H -2.53 4.44 -0.71
H -1.75 4.08 1.81
H -1.80 1.43 1.79
C 2.24 -2.95 2.11
C 3.22 -3.39 3.25
N 3.31 -2.32 4.20
C 3.87 -1.14 3.59
C 2.94 -0.70 2.40
N 1.80 -1.60 2.37
C 1.07 -1.55 3.61
C 2.01 -2.03 4.76
H 1.37 -3.60 2.06
H 2.75 -2.96 1.14
H 4.22 -3.59 2.85
H 2.87 -4.29 3.75
H 4.88 -1.36 3.24
H 3.92 -0.35 4.34
H 3.46 -0.77 1.45
H 2.59 0.32 2.54
H 0.18 -2.18 3.53
H 0.74 -0.52 3.78
H 1.63 -2.93 5.25
H 2.12 -1.25 5.52
Cl -2.32 -0.75 2.73
Ge -2.91 -1.96 0.90
Cl -4.59 -3.14 1.75
Cl -1.13 -3.49 1.18
C 0.29 1.87 1.61
C 0.62 2.80 2.74
C 1.51 3.84 2.54
C 1.87 4.67 3.58
C 1.34 4.46 4.84
C 0.41 3.45 5.04
C 0.05 2.62 4.00
H 0.43 0.83 1.91
H 0.95 2.07 0.76
H 1.92 4.01 1.55
H 2.57 5.48 3.41
H 1.64 5.09 5.67
H -0.03 3.31 6.02
H -0.68 1.84 4.15
*
```

***

Record 3
Entry from the Open Molecules 2025 dataset: a molecular structure, C32H50IrN11O2S3 (ωB97M-V/def2-TZVPD).

Output
energy above the lowest of the compared OMol25 structures with the same formula, charge and spin	55.58	kJ/mol
⟨S²⟩	0.7802
HOMO energy (alpha / beta)	-9.40 / -9.73	eV
electronic energy	-89823.583	eV
largest force on an atom	0.28	eV Å⁻¹

ORCA input file:
```
! RIJCOSX wB97M-V def2-TZVPD def2/J DEFGRID3
* xyz 1 2
Ir 1.66 -0.61 -0.31
N 1.54 -0.87 1.76
C 1.30 0.39 2.51
C 2.07 0.45 3.84
C 1.20 0.30 5.10
C 0.66 1.64 5.60
N 0.07 2.42 4.51
C -1.19 2.42 4.13
N -2.16 1.88 4.88
N -1.50 2.96 2.95
C 1.51 1.63 1.62
O 1.40 2.75 2.17
O 1.71 1.47 0.38
H 0.80 -1.53 1.98
H 2.43 -1.27 2.05
H 0.22 0.41 2.70
H 2.64 1.38 3.89
H 2.83 -0.34 3.83
H 1.79 -0.14 5.90
H 0.37 -0.39 4.90
H 1.47 2.24 6.01
H -0.06 1.50 6.40
H 0.72 2.70 3.75
H -1.99 1.65 5.84
H -3.12 2.04 4.62
H -0.72 3.12 2.31
H -2.38 2.78 2.50
S 5.42 -1.11 2.11
C 4.43 -0.89 0.86
N 3.66 -0.76 -0.02
C -0.34 -3.01 -2.31
C 0.73 -3.55 -1.39
C 0.32 -4.87 -0.77
C 1.63 -2.62 -0.61
C 2.20 -3.35 -1.82
C 3.19 -4.40 -1.47
C 4.11 -4.86 -2.31
C 4.13 -4.39 -3.69
C 3.37 -3.37 -4.07
C 2.45 -2.61 -3.14
H -1.32 -3.05 -1.82
H -0.43 -3.62 -3.21
H -0.17 -1.98 -2.63
H -0.62 -4.75 -0.22
H 1.07 -5.25 -0.08
H 0.16 -5.62 -1.54
H 1.98 -3.12 0.30
H 3.17 -4.76 -0.45
H 4.82 -5.61 -1.99
H 4.77 -4.88 -4.41
H 3.38 -3.04 -5.11
H 1.52 -2.48 -3.69
S 3.37 -0.38 -4.54
C 2.98 -1.15 -2.93
N 1.98 -0.33 -2.29
C 1.43 0.59 -3.11
C 0.35 1.45 -2.80
C -0.11 2.32 -3.75
C 0.49 2.39 -5.02
C 1.56 1.58 -5.34
C 2.03 0.69 -4.39
H 3.88 -1.17 -2.31
H -0.08 1.45 -1.81
H -0.93 2.98 -3.51
H 0.11 3.09 -5.75
H 2.03 1.65 -6.31
C -3.22 -0.93 -0.61
C -2.52 -1.28 0.70
C -2.97 -2.65 1.20
C -2.81 -0.21 1.75
N -1.04 -1.38 0.57
N -0.44 -0.44 -0.33
H -4.30 -1.00 -0.47
H -2.95 -1.62 -1.41
H -3.00 0.09 -0.93
H -4.04 -2.63 1.44
H -2.42 -2.94 2.10
H -2.81 -3.42 0.44
H -3.88 -0.10 1.89
H -2.41 0.75 1.43
H -2.36 -0.49 2.70
H -0.78 -2.29 0.20
H -0.69 0.51 -0.02
H -0.84 -0.53 -1.26
C -5.17 4.70 -1.33
C -4.54 4.45 0.05
C -3.11 4.01 -0.06
N -2.70 2.82 0.19
N -1.35 2.63 -0.03
C -0.76 3.74 -0.42
N 0.55 3.85 -0.71
S -1.85 5.08 -0.58
H -6.21 4.99 -1.22
H -5.13 3.79 -1.94
H -4.65 5.49 -1.86
H -5.07 3.65 0.57
H -4.61 5.35 0.66
H 1.15 3.10 -0.38
H 0.95 4.77 -0.78
*
```